# 1
2 unconnected molecules or ions with the total composition C8H16N2 in a non-equilibrium geometry. Source: OMol25; level of theory: ωB97M-V/def2-TZVPD.

Properties
Total charge: -1
Largest force on an atom in eV/Å: 2.06
Molar mass in g/mol: 140.23
<S²>: 0.750
E_HOMO (alpha / beta) in eV: 1.1 / -5.0
LUMO level (alpha / beta) in eV: 3.6 / 3.5
2S+1: 2
HOMO-LUMO gap (alpha / beta) in eV: 2.50 / 8.49

Element x y z (Å)
C -0.524 -0.290 3.385
C 0.649 -2.159 0.569
C -0.361 -1.165 2.198
C -1.323 -1.772 1.425
N 0.886 -1.429 1.630
N -0.671 -2.430 0.439
H 1.447 -2.439 -0.097
H -1.128 -3.189 -0.079
H -2.371 -1.868 1.648
H -0.305 -0.738 4.354
H -1.562 0.057 3.418
H 0.054 0.618 3.204
C -0.034 1.154 -1.359
C 0.115 -0.065 -2.288
C 1.121 1.146 -0.343
C -0.006 2.480 -2.129
H -1.009 1.076 -0.884
H -0.200 -1.012 -1.848
H 1.163 -0.288 -2.488
H 2.055 1.325 -0.900
H 1.179 2.100 0.204
H 1.205 0.238 0.217
H 0.450 3.245 -1.506
H 0.572 2.464 -3.062
H -0.991 2.799 -2.489
H -0.412 0.144 -3.220

# 2
A molecular structure, C56H48N3O2PdS2. Source: OMol25; level of theory: ωB97M-V/def2-TZVPD.

Properties
Total charge: -1
Largest force on an atom in eV/Å: 0.72
Molar mass in g/mol: 965.57
E_HOMO in eV: -2.6
LUMO level in eV: 2.4
HOMO-LUMO gap in eV: 5.07

Element x y z (Å)
Pd -0.475 -0.145 0.256
C -5.040 0.716 -3.518
C -4.095 -0.166 -2.754
C -4.574 -1.242 -2.018
C -3.718 -2.048 -1.285
C -2.354 -1.787 -1.292
C -1.846 -0.728 -2.039
C -2.724 0.076 -2.756
S -1.374 -2.847 -0.208
O -2.150 -4.132 -0.169
C -0.026 -3.199 -1.348
C -0.370 -3.608 -2.660
C 0.594 -4.024 -3.522
C 1.948 -4.104 -3.099
C 2.963 -4.578 -3.963
C 4.252 -4.710 -3.525
C 4.581 -4.369 -2.199
C 3.625 -3.885 -1.352
C 2.284 -3.733 -1.778
C 1.263 -3.242 -0.901
C 1.635 -2.882 0.492
C 1.683 -3.921 1.475
C 1.310 -5.254 1.171
C 1.365 -6.233 2.124
C 1.797 -5.936 3.431
C 2.164 -4.658 3.750
C 2.116 -3.625 2.788
C 2.456 -2.287 3.122
C 2.358 -1.301 2.194
C 1.963 -1.604 0.864
S 1.999 -0.152 -0.185
O 1.205 -0.330 -1.459
C 3.705 -0.483 -0.877
C 4.814 -0.419 -0.049
C 6.083 -0.640 -0.563
C 6.269 -0.906 -1.918
C 7.638 -1.181 -2.475
C 5.148 -0.929 -2.742
C 3.877 -0.724 -2.230
H -5.822 0.131 -4.006
H -4.517 1.297 -4.277
H -5.528 1.428 -2.849
H -5.638 -1.459 -2.017
H -4.082 -2.893 -0.717
H -0.777 -0.563 -2.110
H -2.328 0.908 -3.328
H -1.412 -3.583 -2.951
H 0.343 -4.325 -4.533
H 2.692 -4.844 -4.978
H 5.018 -5.083 -4.194
H 5.603 -4.470 -1.854
H 3.891 -3.597 -0.343
H 0.956 -5.488 0.176
H 1.062 -7.242 1.873
H 1.828 -6.718 4.180
H 2.488 -4.406 4.754
H 2.740 -2.054 4.142
H 2.530 -0.266 2.461
H 4.699 -0.205 1.008
H 6.943 -0.598 0.097
H 8.419 -0.876 -1.778
H 7.800 -0.652 -3.416
H 7.773 -2.247 -2.675
H 5.267 -1.130 -3.802
H 3.002 -0.752 -2.870
C -2.492 7.075 1.144
C -3.290 6.065 1.916
C -4.464 6.422 2.563
C -5.218 5.496 3.268
C -4.793 4.178 3.312
C -3.628 3.789 2.669
C -2.862 4.730 1.982
N -1.658 4.398 1.325
C -1.257 3.033 1.205
N -0.853 2.539 2.404
C -0.839 1.235 2.992
C -0.728 0.048 2.255
C -0.786 -1.127 3.032
C -0.893 -1.140 4.409
C -0.949 0.067 5.096
C -0.930 1.266 4.402
C -1.000 2.555 5.183
N -1.220 2.429 0.082
C -1.765 2.997 -1.066
C -3.128 3.287 -1.178
C -3.643 3.813 -2.352
C -2.810 4.038 -3.437
C -1.459 3.730 -3.333
C -0.915 3.210 -2.166
C 0.536 2.848 -2.067
H -2.915 8.072 1.259
H -2.482 6.846 0.072
H -1.451 7.099 1.475
H -4.789 7.456 2.509
H -6.127 5.799 3.770
H -5.372 3.432 3.842
H -3.319 2.752 2.699
H -1.570 4.875 0.438
H -0.774 3.282 3.076
H -0.720 -2.081 2.516
H -0.924 -2.082 4.946
H -1.022 0.086 6.179
H -1.065 2.342 6.249
H -1.868 3.168 4.919
H -0.109 3.178 5.037
H -3.774 3.083 -0.332
H -4.702 4.037 -2.418
H -3.206 4.440 -4.361
H -0.802 3.894 -4.181
H 1.064 3.125 -2.980
H 0.657 1.774 -1.904
H 1.016 3.348 -1.223

# 3
2 unconnected molecules or ions with the total composition CH3O4 in a non-equilibrium geometry. Source: OMol25; level of theory: ωB97M-V/def2-TZVPD.

Properties
Total charge: +1
Largest force on an atom in eV/Å: 5.92
Molar mass in g/mol: 79.03
E_HOMO in eV: -16.7
LUMO level in eV: -6.9
HOMO-LUMO gap in eV: 9.84

Element x y z (Å)
C 1.006 -0.418 -0.285
O -2.471 0.809 0.801
O 1.692 0.406 0.349
O -1.232 0.205 -0.798
O -2.341 0.433 -0.351
H 0.442 -1.278 0.216
H 0.915 -0.415 -1.281
H 1.989 0.258 1.349

# 4
2 unconnected molecules or ions with the total composition C9H12FN in a non-equilibrium geometry. Source: OMol25; level of theory: ωB97M-V/def2-TZVPD.

Properties
Largest force on an atom in eV/Å: 4.77
Molar mass in g/mol: 153.20
E_HOMO in eV: -8.0
LUMO level in eV: 0.8
HOMO-LUMO gap in eV: 8.75

Element x y z (Å)
C 1.148 1.465 0.799
C 3.425 -0.831 -0.552
C -2.778 1.020 -1.638
C 2.521 -0.264 0.258
C -2.412 0.575 -0.406
C -1.472 -0.932 1.369
C 1.717 0.763 -0.200
C -1.437 -0.505 -0.079
C -0.552 -1.161 -0.906
N 0.400 1.890 1.732
F -0.177 -0.903 -2.205
H 4.140 -1.630 -0.199
H 3.434 -0.789 -1.585
H -3.594 1.664 -1.721
H -2.416 0.676 -2.724
H 2.529 -0.419 1.384
H -2.647 0.992 0.575
H -0.934 -1.992 1.440
H -0.936 -0.176 1.963
H -2.490 -1.058 1.848
H 1.674 1.183 -1.188
H 0.838 2.417 2.464
H 0.019 -1.982 -0.430

# 5
17 unconnected molecules or ions with the total composition CH33O19 in a non-equilibrium geometry. Source: OMol25; level of theory: ωB97M-V/def2-TZVPD.

Properties
Total charge: -1
Largest force on an atom in eV/Å: 5.07
Molar mass in g/mol: 349.26
E_HOMO in eV: -7.4
LUMO level in eV: 2.6
HOMO-LUMO gap in eV: 9.96

Element x y z (Å)
C 0.014 -0.232 0.090
O 0.179 -0.474 -1.070
O -0.631 0.886 0.476
O 0.499 -0.872 1.022
H -1.049 1.323 -0.264
O 1.059 -2.418 -2.913
H 1.296 -1.757 -2.292
H 1.319 -3.251 -2.516
O -0.758 3.768 0.129
H -0.420 3.577 0.988
H -0.021 3.810 -0.514
O 3.190 -0.735 1.234
H 2.519 -1.050 0.581
H 2.800 0.118 1.468
O 1.496 -1.530 3.545
H 1.336 -1.343 2.682
H 1.387 -2.458 3.443
O -1.891 -1.284 2.154
H -1.195 -0.732 1.708
H -2.619 -0.620 2.132
O 1.926 1.588 2.340
H 1.118 1.406 2.811
H 1.655 1.520 1.408
O 0.996 0.689 -3.062
H 0.629 0.220 -2.244
H 1.697 0.131 -3.353
O 2.243 -3.141 -0.008
H 1.379 -3.253 0.218
H 2.603 -3.633 0.698
O -2.922 1.600 2.006
H -1.928 1.518 1.863
H -3.232 1.546 1.115
O -0.210 0.678 3.735
H -0.577 0.849 4.612
H 0.147 -0.219 3.857
O -2.143 1.616 -2.377
H -2.402 2.455 -2.042
H -2.464 0.997 -1.712
O -1.800 -1.783 -2.988
H -0.930 -2.078 -2.714
H -1.764 -0.996 -3.576
O 0.419 3.416 -2.457
H -0.126 2.651 -2.330
H 1.173 2.880 -2.740
O -0.703 -3.140 -0.126
H -0.249 -2.319 0.062
H -0.559 -3.636 0.694
O 2.176 2.081 -0.456
H 1.436 1.847 -0.952
H 2.964 1.619 -0.745
O -2.963 -0.439 -0.860
H -2.372 -0.946 -1.343
H -3.726 -0.447 -1.416

# 6
C22H25NO6S in the gas phase. Source: OMol25; level of theory: ωB97M-V/def2-TZVPD.

Properties
Largest force on an atom in eV/Å: 0.58
Molar mass in g/mol: 431.51
E_HOMO in eV: -8.6
LUMO level in eV: 0.5
HOMO-LUMO gap in eV: 9.10

Element x y z (Å)
C -1.281 -8.290 0.799
H -1.389 -8.868 -0.122
H -2.083 -8.573 1.484
H -0.309 -8.470 1.252
O -1.338 -6.901 0.519
C -2.469 -6.467 -0.060
O -3.388 -7.201 -0.334
C -2.455 -5.008 -0.317
C -1.363 -4.208 0.010
C -1.397 -2.851 -0.243
C -2.518 -2.277 -0.833
C -3.606 -3.076 -1.166
C -3.578 -4.432 -0.907
H -4.415 -5.066 -1.157
H -4.478 -2.634 -1.626
C -2.566 -0.795 -1.090
H -2.787 -0.256 -0.159
H -3.331 -0.555 -1.835
O -1.319 -0.317 -1.599
C -0.659 0.584 -0.884
O -1.053 1.091 0.132
C 0.646 0.976 -1.589
N 1.699 1.088 -0.605
C 1.817 0.143 0.341
O 1.162 -0.883 0.333
C 2.873 0.418 1.408
O 3.289 1.756 1.505
C 2.420 2.674 2.044
C 2.960 3.931 2.303
C 2.165 4.933 2.821
C 0.827 4.694 3.088
C 0.293 3.446 2.832
C 1.080 2.430 2.313
H 0.627 1.473 2.105
H -0.750 3.248 3.027
H 0.204 5.479 3.491
H 2.593 5.905 3.017
H 4.002 4.098 2.082
H 2.499 0.036 2.367
H 3.772 -0.149 1.143
H 2.186 1.971 -0.509
H 0.884 0.170 -2.297
C 0.442 2.291 -2.349
C 0.215 3.489 -1.431
H -0.381 4.256 -1.926
H -0.286 3.188 -0.512
S 1.767 4.292 -0.897
C 2.165 5.227 -2.404
H 3.093 5.752 -2.204
H 1.371 5.941 -2.605
H 2.296 4.553 -3.245
H -0.423 2.166 -3.006
H 1.315 2.464 -2.982
H -0.548 -2.235 0.013
H -0.493 -4.653 0.466